# C24H45NO3P2Ru

C24H45NO3P2Ru as an isolated structure in a non-equilibrium geometry (the ωB97M-V functional and the def2-TZVPD basis, OMol25).

Calculated values
- HOMO-LUMO gap (spin up / spin down): 7.571 / 4.250 eV
- Charge: +2
- Spin multiplicity: 5

```
76
Properties=species:S:1:pos:R:3:lowdin_charge:R:1
Ru 0.5211 -1.8876 -0.5362 1.38
P 0.6388 2.8672 -2.0785 1.04
P -3.0282 1.1117 1.7498 0.52
O 0.8726 4.3425 2.5547 0.06
O -1.6647 0.9511 1.1452 -0.41
O -1.0909 4.3886 3.5412 0.09
N -0.1048 3.7869 3.0597 -0.10
C -0.2838 -2.3465 2.4732 -0.05
C -1.1369 -3.8064 -1.7543 -0.15
C 1.9347 -2.2155 1.0259 -0.35
C -1.2163 -1.3188 -1.2840 -0.28
C 0.8776 -1.6535 1.8656 -0.24
C -4.0548 -0.3566 1.4925 -0.17
C 4.0228 -1.1082 -0.1699 -0.03
C 2.1384 -3.6631 0.7709 -0.03
C -3.1013 1.4928 3.5198 -0.16
C 0.3715 3.7395 -0.5162 -0.23
C 0.2209 -3.8627 -2.5750 -0.14
C -1.2507 -2.6568 -0.7670 -0.31
C -3.9276 2.4864 1.0079 -0.17
C 3.0931 1.3527 1.5484 -0.01
C 1.2935 -2.8898 -2.0657 -0.29
C 2.8360 -1.0883 0.7116 -0.20
C 1.1354 -1.4992 -2.4097 -0.26
C -1.2953 -1.0590 -2.8089 -0.15
C 2.3503 3.2272 -2.5663 -0.21
C -0.4828 3.3628 -3.4070 -0.22
C 0.0912 -1.1953 -3.4842 -0.18
C 0.5476 0.6444 3.0656 -0.04
C 1.2293 -0.2978 2.1527 -0.17
C 2.4118 0.0246 1.4538 -0.18
H -3.4214 3.4268 1.2642 0.06
H -0.2455 3.1234 0.1720 0.03
H 4.2477 -0.1084 -0.5931 0.09
H 1.1449 -4.1184 0.7013 0.08
H 3.9706 1.3734 2.2142 0.11
H -5.0601 -0.1305 1.8719 0.06
H -1.1691 -4.7051 -1.1133 0.12
H 0.3025 -0.2977 -4.0871 0.10
H -2.6165 2.4636 3.7059 0.03
H 1.1813 1.0107 3.8955 0.12
H -0.1795 2.8077 -4.3080 0.06
H -0.4350 4.4439 -3.5760 0.08
H 2.3233 -3.2813 -1.9739 0.11
H 3.9417 -1.8278 -1.0035 0.08
H -3.6441 -1.2262 2.0255 0.05
H -0.1292 4.7145 -0.6503 0.09
H 0.0697 -2.0164 -4.2117 0.10
H 4.8976 -1.3902 0.4466 0.11
H 2.7371 -4.2310 1.4881 0.12
H 0.2090 1.5367 2.5093 0.04
H 1.3556 3.8705 -0.0331 0.05
H 3.4283 1.7269 0.5700 0.07
H -1.6741 -0.5372 -0.6863 0.07
H -2.5921 0.7144 4.1028 0.06
H -1.8509 -2.8316 0.1333 0.11
H -0.3454 0.1887 3.5091 0.07
H -2.0227 -1.7463 -3.2880 0.12
H -0.0133 -3.7441 -3.6520 0.11
H -4.1528 1.5459 3.8403 0.07
H -1.6474 -0.0252 -3.0039 0.10
H -0.4453 -3.3516 2.0548 0.08
H -4.9420 2.4667 1.4248 0.07
H -1.2217 -1.7716 2.3290 0.07
H -4.1096 -0.5884 0.4200 0.06
H 2.4145 4.1145 -3.2040 0.08
H -1.5000 3.0293 -3.1254 0.06
H -3.9495 2.3571 -0.0809 0.06
H 2.7103 2.3512 -3.1233 0.06
H 0.6564 -4.8541 -2.4317 0.12
H 1.9849 -0.8036 -2.4052 0.10
H -0.1095 -2.4440 3.5553 0.11
H 2.6045 -3.7430 -0.2057 0.06
H 2.3854 2.0940 1.9397 0.06
H 2.9542 3.3486 -1.6586 0.05
H -1.9913 -3.8083 -2.4737 0.13
```

***

# C24H45O10

A 5-piece molecular cluster, C24H45O10 overall in a non-equilibrium geometry (the ωB97M-V functional and the def2-TZVPD basis, OMol25).

Calculated values
- HOMO-LUMO gap: 6.608 eV
- Charge: -1
- Spin multiplicity: 1

```
79
Properties=species:S:1:pos:R:3:lowdin_charge:R:1
O -0.9146 -1.5849 1.0367 -0.05
O -6.1699 1.3776 3.9531 -0.07
O -1.2055 -3.5997 -4.4106 -0.06
O 1.3640 -2.7780 0.4987 0.01
O -1.6895 1.2324 1.1291 -0.18
O 1.2759 -4.1286 -1.6234 -0.27
O 1.9531 -5.2117 0.4466 -0.09
O 5.8982 5.1001 4.7063 -0.07
O 2.2320 -2.7248 -8.8886 -0.07
O -0.3284 -3.7972 1.8747 0.02
C -1.9091 -4.7952 -4.7376 -0.51
C -8.5553 1.6269 4.1166 -0.07
C 1.5749 -4.0816 -0.1559 -0.45
C -1.5604 0.5497 2.4258 -0.31
C 2.7585 -3.4472 -7.7786 -0.50
C 2.4523 3.2561 1.9492 -0.07
C -2.3394 -5.4929 -3.4572 -0.06
C 2.5052 4.7434 2.6444 -0.08
C 7.0667 5.5265 4.0106 -0.51
C 1.0858 5.5562 2.8278 -0.08
C -0.4563 3.4736 1.7275 -0.10
C 2.7224 -4.9362 -8.0836 -0.07
C -7.3289 1.7889 3.2328 -0.51
C 0.9872 2.6555 1.5187 -0.01
C -1.0167 -5.6897 -5.5832 -0.07
C -0.5745 -0.7747 2.2215 -0.14
C 8.2639 5.4539 4.9449 -0.07
C -1.8423 2.6887 1.2737 -0.18
C 1.9509 -3.1167 -6.5336 -0.06
C -7.4500 0.9653 1.9606 -0.07
C 0.0324 -2.7451 1.1308 -0.25
C 7.2685 4.6537 2.7823 -0.07
C -0.3971 4.9721 2.4002 -0.04
C -2.9874 0.0771 3.0998 -0.06
H 6.9034 6.5648 3.7017 0.14
H -0.6423 -1.4013 3.2162 0.15
H -8.3237 1.2686 1.3756 0.08
H 6.0341 4.1792 4.9845 0.10
H 3.5701 5.1504 2.9836 0.07
H -3.9427 0.4635 2.5438 0.08
H 3.1358 -5.5191 -7.2547 0.08
H 2.3411 -3.6450 -5.6581 0.09
H -9.4623 1.9501 3.5965 0.08
H 1.3107 -3.0046 -9.0188 0.09
H 0.5265 -0.3986 2.0754 0.13
H -7.1972 2.8457 2.9761 0.14
H 7.3886 3.6017 3.0644 0.08
H -2.8974 -6.4088 -3.6750 0.07
H 8.1513 4.9666 2.2163 0.08
H -0.7048 -5.1701 -6.4955 0.06
H 3.4211 2.5841 1.7665 0.09
H 3.2976 -5.1576 -8.9890 0.07
H -0.4178 -3.8460 -3.8978 0.08
H -6.5549 1.0820 1.3401 0.08
H -2.7943 -4.5069 -5.3150 0.13
H 8.4193 4.4302 5.3038 0.08
H -2.7499 2.9320 1.9805 0.13
H -1.4710 -5.7507 -2.8405 0.09
H 8.0994 6.0772 5.8303 0.08
H 3.7963 -3.1248 -7.6404 0.14
H -2.1320 3.1255 0.2085 0.14
H 6.3938 4.7063 2.1250 0.08
H 1.9758 -2.0402 -6.3334 0.08
H -1.0144 1.2084 3.2577 0.16
H -1.5350 -6.6116 -5.8649 0.07
H 0.8978 -3.3891 -6.6659 0.06
H -0.1015 -5.9544 -5.0419 0.09
H -8.4488 2.2156 5.0342 0.08
H -1.4040 5.5523 2.5443 0.08
H 0.9161 1.5830 1.0327 0.09
H -8.6817 0.5828 4.4242 0.08
H 9.1767 5.7907 4.4439 0.08
H -7.5371 -0.1023 2.1917 0.08
H -6.2780 0.4403 4.1853 0.09
H 1.6966 -5.2731 -8.2708 0.07
H 1.1175 6.6166 3.3274 0.07
H -2.9710 -4.8329 -2.8529 0.08
H -2.9324 -1.0920 3.2196 0.09
H -3.0413 0.5179 4.2045 0.09
```

***

# C24H46ClF3N8O7

A 7-piece molecular cluster, C24H46ClF3N8O7 overall in a non-equilibrium geometry (the ωB97M-V functional and the def2-TZVPD basis, OMol25).

Calculated values
- HOMO-LUMO gap: 9.413 eV
- Spin multiplicity: 1

```
89
Properties=species:S:1:pos:R:3:lowdin_charge:R:1
Cl 1.0914 2.0044 -2.1444 0.80
F 0.7536 -1.6585 2.5629 0.18
F 2.3623 -2.8301 1.7666 0.18
F 0.3910 -3.6402 1.8796 0.19
O 2.0947 2.9979 -4.3609 -0.09
O 3.8709 -7.3597 -0.3682 0.01
O -2.9544 -1.2703 -2.1335 0.00
O -6.6399 1.1464 -1.5748 0.00
O 6.9967 4.9176 0.7215 0.01
O 0.7834 -2.1372 0.3897 0.06
O -0.9678 3.3888 4.1893 0.01
N -2.0537 -0.3251 0.8125 0.22
N -4.5899 -2.2693 -3.3464 -0.20
N -6.6470 0.1867 0.4815 -0.19
N 3.5258 -7.2429 1.8715 -0.20
N 2.2975 2.3095 1.2389 0.22
N 1.4993 2.8185 -6.5405 -0.20
N 5.1285 5.6079 1.8106 -0.20
N 0.2505 1.6682 5.0346 -0.20
C 0.9793 1.9960 -7.6155 -0.05
C 4.0782 -7.7616 0.7581 -0.36
C -5.7425 -2.1269 -4.2140 -0.06
C -7.1431 0.9846 -0.4790 -0.36
C 4.4628 4.3254 1.6299 -0.07
C -5.4134 -0.5365 0.2120 -0.04
C 1.3410 -0.8539 0.0501 -0.10
C -7.2983 0.0262 1.7651 -0.06
C -4.1391 -3.5994 -2.9724 -0.04
C 1.4684 1.9574 0.5015 -0.20
C 1.6620 2.3470 -5.2962 -0.37
C 3.8130 -7.7675 3.1909 -0.06
C 1.0748 -2.5392 1.6355 -0.78
C 1.8588 4.2014 -6.8128 -0.04
C -1.0073 -0.2003 0.3243 -0.16
C 0.5363 1.5246 -0.5196 -0.61
C 2.6124 -6.1196 1.7365 -0.05
C 4.4360 6.6675 2.5143 -0.06
C -0.0587 2.5875 4.1005 -0.36
C -3.9197 -1.2045 -2.8701 -0.37
C 0.1991 0.0352 -0.4474 -0.28
C 6.3698 5.7703 1.3170 -0.37
C -0.5471 1.6100 6.2471 -0.04
C 1.3514 0.7411 4.8612 -0.06
H -4.3392 -0.2417 -3.2046 0.14
H -5.1358 -1.1402 1.0707 0.09
H -7.5664 -1.0212 1.9192 0.09
H -8.2022 0.6304 1.8063 0.08
H -4.1700 -3.7115 -1.8881 0.09
H -6.6188 -2.5823 -3.7484 0.09
H 0.0617 2.4362 -8.0102 0.09
H 5.0620 7.5559 2.5658 0.08
H 2.0172 -1.0466 -0.7695 0.15
H 0.7606 0.9951 -7.2506 0.08
H 2.9135 4.3616 -6.5890 0.09
H -0.1728 0.8210 6.8941 0.08
H 4.1949 6.3464 3.5299 0.09
H -0.3792 2.0730 -0.3593 0.11
H -5.5524 -1.1803 -0.6579 0.08
H 3.1248 -5.2854 1.2589 0.09
H 3.4789 4.3532 2.0807 0.05
H -4.6126 0.1666 -0.0062 0.07
H 1.7669 -6.4059 1.1105 0.10
H -3.1100 -3.7497 -3.3002 0.09
H 0.6042 2.5470 3.2219 0.10
H 4.5092 -8.6003 3.1203 0.08
H -8.0778 1.4906 -0.1821 0.13
H 6.7822 6.7768 1.5072 0.13
H -0.0385 -0.2849 -1.4517 0.14
H 4.2572 -6.9886 3.8143 0.09
H 0.9819 -0.2865 4.8838 0.08
H 1.9067 -0.4279 0.8668 0.12
H 1.8426 0.9184 3.9063 0.07
H 1.2711 4.8685 -6.1821 0.09
H 1.7140 1.9259 -8.4196 0.09
H 2.0813 0.8735 5.6629 0.09
H 3.5095 6.9184 1.9939 0.09
H -0.4982 2.5651 6.7711 0.09
H 4.7552 -8.6083 0.9652 0.13
H 2.8923 -8.1167 3.6630 0.09
H -5.9484 -1.0742 -4.3934 0.09
H 1.3632 1.2907 -5.1879 0.13
H 1.6702 4.4294 -7.8582 0.09
H -1.5899 1.4121 5.9969 0.09
H 5.0539 3.5352 2.0935 0.09
H 2.2527 -5.8132 2.7149 0.08
H 4.3711 4.1062 0.5667 0.09
H -6.6263 0.3412 2.5657 0.09
H -5.5528 -2.6191 -5.1703 0.09
H -4.7798 -4.3465 -3.4334 0.08
```

***

Summary of DFT total energy in Ha
-1998.7375 -1693.4405 -2666.5915
(order as listed above)